{"formula": "C6H13N", "method": "ωB97M-V with the def2-TZVPD basis set", "orbital_gap_ev": 8.637, "e_lumo_ev": 1.08, "smiles": "CCC(=CN)CC", "max_force_ev_per_a": 2.41, "spin_multiplicity": 1, "e_homo_ev": -7.6, "charge": 0, "total_energy_ev": -7921.8763, "elements": ["C", "C", "C", "C", "N", "C", "C", "H", "H", "H", "H", "H", "H", "H", "H", "H", "H", "H", "H", "H"], "coordinates": [[-0.76118, -1.81524, 0.88995], [-0.00368, -1.15685, -0.29245], [-0.10431, 0.39614, -0.16654], [-1.28796, 0.90654, -0.55307], [-2.36030, 0.23761, -1.11699], [0.95130, 1.29635, 0.47853], [2.41099, 0.86722, 0.13755], [-1.67955, -2.34498, 0.65017], [-0.09506, -2.44820, 1.48085], [-1.02288, -1.02183, 1.59434], [1.06193, -1.33675, -0.20794], [-0.33485, -1.48738, -1.26907], [-1.37722, 1.98092, -0.39747], [-2.94470, 0.80618, -1.69234], [-2.19824, -0.68625, -1.49903], [0.77167, 2.25369, -0.00499], [0.66083, 1.31904, 1.53112], [3.06178, 1.68466, -0.15669], [2.42370, 0.00470, -0.50727], [2.82771, 0.54443, 1.10133]]}

---

{"formula": "C6H13N", "method": "ωB97M-V with the def2-TZVPD basis set", "orbital_gap_ev": 8.090, "e_lumo_ev": 1.01, "max_force_ev_per_a": 0.28, "spin_multiplicity": 1, "e_homo_ev": -7.1, "charge": 0, "total_energy_ev": -7919.8197, "elements": ["C", "C", "C", "N", "C", "C", "C", "H", "H", "H", "H", "H", "H", "H", "H", "H", "H", "H", "H", "H"], "coordinates": [[-1.56512, -0.18747, -2.65390], [-1.17454, 0.26924, -1.24922], [0.25461, -0.13208, -0.92024], [0.64933, 0.26907, 0.43192], [1.87216, -0.29371, 1.03761], [0.57188, -0.73250, 1.60172], [0.24025, 0.02266, 2.87182], [-1.48685, -1.27641, -2.74931], [-0.91374, 0.26127, -3.41364], [-2.59591, 0.09368, -2.88890], [-1.27911, 1.36058, -1.17392], [-1.84031, -0.17312, -0.49971], [0.95861, 0.30916, -1.63780], [0.36232, -1.21915, -0.94326], [2.48453, 0.49237, 1.49742], [2.44189, -0.93891, 0.36735], [0.53289, 1.26296, 0.62360], [0.67244, -0.53079, 3.71542], [0.65438, 1.05594, 2.93267], [-0.83970, 0.08719, 3.05037]]}

---

{"formula": "C6H13N", "method": "ωB97M-V with the def2-TZVPD basis set", "orbital_gap_ev": 8.689, "e_lumo_ev": -0.01, "max_force_ev_per_a": 0.41, "spin_multiplicity": 1, "e_homo_ev": -8.7, "charge": 0, "total_energy_ev": -7918.1837, "elements": ["C", "C", "N", "C", "C", "C", "C", "H", "H", "H", "H", "H", "H", "H", "H", "H", "H", "H", "H", "H"], "coordinates": [[-1.08406, 2.81546, 0.70443], [-0.37396, 1.61486, 1.20302], [-0.45648, -1.34681, -0.97205], [-0.70874, -2.69975, -0.53503], [0.50814, -0.66578, -0.50038], [1.48726, -1.09856, 0.57455], [0.66111, 0.72179, -1.09407], [-2.03928, 2.70714, 0.17270], [-1.28467, 3.32022, 1.66914], [-0.41959, 3.50068, 0.16546], [-1.10569, 0.77668, 1.20121], [-0.38516, -3.38655, -1.32677], [-0.21665, -3.00168, 0.39992], [-1.78960, -2.83428, -0.42074], [2.01557, -0.23667, 0.98684], [0.97813, -1.59834, 1.40493], [2.22310, -1.80479, 0.17018], [-0.28741, 1.25990, -0.98221], [0.80972, 0.65187, -2.17450], [1.46827, 1.30465, -0.64665]]}